C3H3N3O2S | the ωB97M-V functional and the def2-TZVPD basis

CARTESIAN COORDINATES (ANGSTROEM)
C 0.135 -0.669 -0.550
C 0.281 2.280 -0.294
C -2.186 -0.307 0.162
N 1.241 -0.757 -1.062
N -0.893 -0.823 0.016
N 1.270 1.760 -0.028
O 2.362 1.058 0.288
O 2.502 -1.310 1.031
S 2.726 -0.591 -0.189
H -2.030 0.721 -0.196
H -2.424 -0.305 1.221
H -2.983 -1.057 -0.398

Computed properties:
HOMO-LUMO gap: 10.06 eV
E_LUMO: -0.23 eV

***

C3H3N3O3 | the ωB97M-V functional and the def2-TZVPD basis

CARTESIAN COORDINATES (ANGSTROEM)
C 0.446 -2.102 -0.082
C 0.892 -0.784 -0.001
C -0.440 -0.044 -0.039
N -0.817 -2.222 0.047
N -0.885 1.242 -0.013
N 2.128 -0.195 0.009
O 3.094 -0.946 0.048
O 2.168 1.034 0.047
O -1.355 -0.960 0.058
H 1.014 -2.942 -0.151
H -0.212 1.859 -0.421
H -1.855 1.368 -0.286

Computed properties:
HOMO-LUMO gap (alpha / beta): 9.22 / 9.22 eV
E_LUMO (alpha / beta): -0.29 / -0.29 eV
SMILES string: Nc1oncc1[N+](=O)[O-]

***

C3H3N3O4 | the ωB97M-V functional and the def2-TZVPD basis

CARTESIAN COORDINATES (ANGSTROEM)
C 1.639 0.925 0.010
C -0.757 1.514 1.279
C 0.508 -0.282 0.182
N -0.697 0.389 0.669
N 1.586 1.787 1.045
N 2.104 3.032 1.172
O 2.302 0.888 -0.948
O -1.314 2.317 1.881
O 1.318 3.818 1.631
O 3.251 3.243 0.803
H 0.380 -0.758 -0.768
H 0.822 -1.168 0.780
H -1.470 -0.159 0.805

Computed properties:
HOMO-LUMO gap: 8.91 eV
E_LUMO: -0.89 eV

***

C3H3N3S | the ωB97M-V functional and the def2-TZVPD basis

CARTESIAN COORDINATES (ANGSTROEM)
C -2.722 -0.028 -0.110
C 1.181 1.292 -0.264
C 0.609 -1.039 0.318
N -3.570 -0.417 -0.789
N 0.375 1.168 0.801
N -0.062 0.011 1.035
S 1.743 -0.242 -0.874
H 1.333 2.290 -0.712
H 1.299 -1.557 0.921
H -0.186 -1.479 -0.325

Computed properties:
HOMO-LUMO gap (alpha / beta): 4.81 / 4.81 eV
E_LUMO (alpha / beta): -3.78 / -3.78 eV

***

C3H3N3S | the ωB97M-V functional and the def2-TZVPD basis

CARTESIAN COORDINATES (ANGSTROEM)
C 1.152 -0.513 -0.850
C -1.702 0.024 0.625
C 1.177 0.604 -0.220
N 1.263 -1.726 -1.132
N -1.587 -0.459 1.727
N 1.005 1.680 0.337
S -2.107 0.547 -0.772
H 0.957 -2.117 -2.031
H -0.934 -0.523 2.498
H 0.776 2.483 -0.182

Computed properties:
HOMO-LUMO gap (alpha / beta): 8.08 / 8.07 eV
Spin multiplicity: 3
E_LUMO (alpha / beta): 0.71 / -1.51 eV
<S²>: 2.022

***

C3H3N3S2 | the ωB97M-V functional and the def2-TZVPD basis

CARTESIAN COORDINATES (ANGSTROEM)
C 0.156 -0.853 0.095
C -1.163 -1.622 -0.082
C -0.084 0.549 0.246
H 2.506 -0.049 0.157
H 3.359 -1.733 0.346
H -1.012 -2.682 -0.067
N 2.479 -1.101 0.028
N 1.228 -1.527 -0.127
N -2.186 -0.929 -0.036
S -1.805 0.818 0.017
S 1.245 1.739 -0.082

Computed properties:
HOMO-LUMO gap: 7.28 eV
E_LUMO: -1.52 eV
SMILES string: N/N=C1/C=NSC1=S

***

C3H3N3S2 | the ωB97M-V functional and the def2-TZVPD basis

CARTESIAN COORDINATES (ANGSTROEM)
C 1.170 -0.124 -0.002
C 0.005 -0.859 -0.012
C -1.158 -0.116 -0.006
H 3.432 0.268 0.022
H -0.022 -1.961 -0.008
H -3.430 0.277 0.024
N -1.146 1.227 -0.008
N 0.000 1.851 0.001
N 1.146 1.227 -0.008
S 2.738 -0.894 -0.002
S -2.736 -0.896 -0.001

Computed properties:
HOMO-LUMO gap: 9.79 eV
E_LUMO: 0.04 eV
SMILES string: Sc1cc(S)nnn1

***

C3H3N4O6 | the ωB97M-V functional and the def2-TZVPD basis

CARTESIAN COORDINATES (ANGSTROEM)
C -1.168 -0.625 -0.966
C -1.140 1.369 2.150
C -0.874 -1.816 -0.289
N -2.218 -0.214 -1.402
N 0.168 0.230 -1.103
N 3.335 0.545 -0.497
N -0.433 -2.706 0.365
O 0.002 1.292 -1.732
O 1.217 -0.208 -0.641
O 3.812 -0.449 -0.306
O 3.143 1.627 -0.735
O -0.122 -3.678 0.969
O -0.567 0.547 1.508
H -2.201 1.159 2.228
H -0.641 2.319 2.552
H -2.314 0.608 -2.100

Computed properties:
HOMO-LUMO gap: 6.01 eV
Total charge: +1
E_LUMO: -7.28 eV

***

C3H3N5 | the ωB97M-V functional and the def2-TZVPD basis

CARTESIAN COORDINATES (ANGSTROEM)
C 0.425 -1.047 1.204
C 0.080 0.820 0.271
C -0.146 -0.633 -1.240
H 0.299 -2.207 1.590
H -0.926 2.423 -0.988
H 0.115 -1.723 -1.614
N 0.520 -0.158 2.087
N 0.287 1.154 1.464
N -0.507 1.423 -0.876
N -0.460 0.406 -1.865
N 0.313 -0.459 -0.033

Computed properties:
HOMO-LUMO gap: 9.90 eV
E_LUMO: 0.74 eV
SMILES string: c1nnc2[nH]ncn12

***

C3H3N5 | the ωB97M-V functional and the def2-TZVPD basis

CARTESIAN COORDINATES (ANGSTROEM)
C 1.734 -0.307 0.068
C -0.171 -0.790 -0.234
C -0.138 0.592 -0.103
H 1.526 2.029 -0.099
H 2.817 -0.599 0.296
H -3.036 -0.311 0.341
N 1.128 0.996 -0.003
N 1.054 -1.318 -0.183
N -1.416 -1.174 0.096
N -2.063 -0.139 -0.074
N -1.434 1.021 -0.106

Computed properties:
HOMO-LUMO gap: 9.89 eV
E_LUMO: 0.76 eV

***

C3H3N5 | the ωB97M-V functional and the def2-TZVPD basis

CARTESIAN COORDINATES (ANGSTROEM)
C -0.079 0.955 0.296
C 0.797 -0.144 0.555
C 0.612 -1.449 0.092
H -0.604 2.771 0.777
H 1.678 0.017 1.066
H 1.389 -2.281 -0.164
N 0.033 1.976 1.164
N -0.755 -1.760 -0.216
N -1.574 -1.024 -0.850
N -0.870 -0.048 -1.709
N -0.626 0.987 -1.010

Computed properties:
HOMO-LUMO gap: 7.34 eV
E_LUMO: -1.81 eV
SMILES string: [H]/N=c1/ccnnnn1

***

C3H3N5 | the ωB97M-V functional and the def2-TZVPD basis

CARTESIAN COORDINATES (ANGSTROEM)
C 0.703 0.735 0.387
C -0.111 1.010 -0.787
C -0.522 -1.352 0.473
H 1.739 1.375 1.910
H -0.742 1.892 -0.577
H -0.743 -2.163 1.137
N 1.637 1.652 0.897
N -0.768 0.184 -1.603
N -0.527 -1.082 -1.820
N -0.655 -1.926 -0.881
N -0.010 -0.326 0.863

Computed properties:
HOMO-LUMO gap: 7.85 eV
E_LUMO: -1.43 eV
SMILES string: [H]/N=c1/cnnncn1

***

C3H3NO | the ωB97M-V functional and the def2-TZVPD basis

CARTESIAN COORDINATES (ANGSTROEM)
C 1.275 0.210 0.007
C -0.687 -0.836 -0.377
C -0.112 0.504 -0.249
N 0.453 -0.666 0.619
O 2.449 0.406 -0.033
H -1.599 -1.014 0.202
H -0.351 -1.218 -1.362
H -1.428 2.615 1.193

Computed properties:
HOMO-LUMO gap (alpha / beta): 9.54 / 9.43 eV
E_LUMO (alpha / beta): -1.22 / 0.06 eV

***

C3H3NO | the ωB97M-V functional and the def2-TZVPD basis

CARTESIAN COORDINATES (ANGSTROEM)
C -0.456 -0.538 1.489
C 0.578 0.868 -1.577
C 1.183 0.145 -0.859
N -1.529 -0.315 0.988
O 0.412 -0.905 2.177
H -0.196 1.343 -2.004
H -1.755 -0.056 0.011
H 1.763 -0.541 -0.224

Computed properties:
HOMO-LUMO gap: 11.89 eV
E_LUMO: 0.86 eV
SMILES string: N=C=O.C#C

***

C3H3NO | the ωB97M-V functional and the def2-TZVPD basis

CARTESIAN COORDINATES (ANGSTROEM)
O 0.646 -1.361 0.098
C 1.180 -0.169 0.178
C -0.078 0.980 0.067
C -1.155 0.158 0.014
N -0.636 -1.487 0.047
H 2.104 -0.235 -0.430
H 0.164 2.078 0.081
H -2.225 0.036 -0.054

Computed properties:
HOMO-LUMO gap (alpha / beta): 9.16 / 9.16 eV
E_LUMO (alpha / beta): 0.26 / 0.26 eV
SMILES string: c1cnoc1

***

C3H3NO | the ωB97M-V functional and the def2-TZVPD basis

CARTESIAN COORDINATES (ANGSTROEM)
O -0.684 0.434 0.881
C 0.037 -0.700 0.702
C 0.654 -0.618 -0.489
N 0.346 0.597 -1.096
C -0.437 1.154 -0.234
H 0.030 -1.455 1.466
H 0.975 -1.529 -0.938
H -0.921 2.116 -0.292

Computed properties:
HOMO-LUMO gap: 10.65 eV
E_LUMO: 1.06 eV
SMILES string: c1cocn1

***

C3H3NO | the ωB97M-V functional and the def2-TZVPD basis

CARTESIAN COORDINATES (ANGSTROEM)
O -1.232 0.798 -0.060
C -0.926 -0.413 0.425
C 0.417 -0.633 0.329
C 0.845 0.529 -0.371
N -0.124 1.374 -0.594
H -1.848 -0.960 0.411
H 1.058 -1.446 0.653
H 1.811 0.751 -0.795

Computed properties:
HOMO-LUMO gap: 11.10 eV
E_LUMO: 1.05 eV
SMILES string: c1cnoc1

***

C3H3NO | the ωB97M-V functional and the def2-TZVPD basis

CARTESIAN COORDINATES (ANGSTROEM)
C 1.302 -0.988 -0.202
C 1.554 0.069 0.307
C -1.620 -0.004 -0.100
N -1.291 1.150 -0.182
O -1.624 -1.143 -0.223
H 1.534 -1.882 -0.771
H 1.790 0.686 1.156
H -1.645 2.112 0.015

Computed properties:
HOMO-LUMO gap: 11.28 eV
E_LUMO: 0.87 eV
SMILES string: N=C=O.C#C

***

C3H3NO | the ωB97M-V functional and the def2-TZVPD basis

CARTESIAN COORDINATES (ANGSTROEM)
O 0.665 1.179 0.337
C -0.666 1.074 0.459
C -0.889 -0.313 0.003
N 0.381 -0.977 -0.233
C 1.215 -0.059 -0.019
H -1.343 0.131 -0.914
H -1.660 -0.934 0.442
H 2.296 -0.102 -0.077

Computed properties:
HOMO-LUMO gap: 10.21 eV
E_LUMO: 0.71 eV

***

C3H3NO | the ωB97M-V functional and the def2-TZVPD basis

CARTESIAN COORDINATES (ANGSTROEM)
C 0.306 -0.205 0.060
C 1.620 0.242 0.016
C -1.147 0.049 -0.085
N 1.100 -1.114 0.515
O 2.642 0.803 -0.247
H -1.648 -0.530 -0.852
H -1.321 1.053 -0.385
H -1.552 -0.299 0.977

Computed properties:
HOMO-LUMO gap: 9.91 eV
E_LUMO: 0.50 eV
SMILES string: Cc1nc1=O

***

The evaluated ΔE to the lowest compared entry with this formula, charge and spin for the records listed, in turn: 120.6, 137.8, 83.0, 153.6, 0.0, 58.4, 29.8, 11.0, 53.7, 48.8, 119.2, 117.3, 165.1, 42.9, 118.0, 5.5, 32.2, 51.3, 58.8, 41.8 kcal/mol.